DFT (wB97M-V/def2-TZVPD) results for a molecular structure, C26H36Br24FN2O4 at a distorted geometry.

Geometry as XYZ:
```
93
Properties=species:S:1:pos:R:3:forces:R:3:mulliken_charge:R:1
C -5.513 -2.497 -2.991 -0.221 -0.592 0.201 -0.530
O -6.644 -1.740 -2.615 0.187 0.193 -0.238 -0.390
C -6.345 -0.682 -1.723 -0.283 -0.627 0.670 -0.563
C -5.547 -1.119 -0.466 0.423 0.938 -0.628 -1.022
C -4.068 -0.641 -0.508 -0.215 -1.016 0.999 -0.441
C -3.091 -1.731 0.002 0.432 0.220 -0.558 -0.569
C -2.366 -2.474 -1.147 -0.455 -0.339 0.419 -0.409
C -0.952 -2.930 -0.779 -0.078 -0.009 0.309 -1.796
C -0.072 -1.837 -0.240 -0.655 -1.116 -0.423 0.451
N 0.313 -1.992 1.020 -0.036 -0.518 0.634 0.418
C 1.088 -1.150 1.693 0.131 -0.124 1.176 -0.539
C 1.544 -0.023 1.099 0.517 1.063 -0.125 0.225
C 2.381 0.986 1.841 0.114 -0.332 0.859 -1.280
C 3.815 0.547 2.204 -0.013 -0.018 -0.473 0.708
C 4.472 -0.398 1.223 0.533 0.084 0.420 -1.156
F 4.556 1.723 2.273 0.103 0.136 -0.074 -0.392
C 1.164 0.165 -0.223 0.186 1.079 -0.190 1.331
C 1.635 1.411 -0.937 1.059 -0.001 -2.042 -0.429
O 2.172 1.334 -2.016 -0.663 0.301 1.657 -0.376
O 1.455 2.629 -0.315 0.048 -0.205 0.620 -0.281
O 0.296 3.197 -0.937 -0.374 -0.114 -0.531 -0.075
C 0.367 -0.728 -0.919 0.062 0.618 -1.041 0.600
C -0.044 -0.475 -2.355 -0.214 -0.285 -0.560 -0.203
C 0.340 -1.569 -3.338 -0.039 -0.430 -0.302 -0.718
N -0.544 -2.327 -3.838 0.075 0.201 0.188 -0.423
H -5.476 -3.391 -2.356 0.350 0.065 0.068 0.264
H -4.583 -1.935 -2.922 0.047 0.051 0.026 -0.030
H -5.600 -2.866 -4.012 -0.268 0.255 -0.097 0.377
H -7.314 -0.333 -1.372 -0.077 0.205 -0.307 0.375
H -5.823 0.126 -2.247 -0.006 0.055 -0.014 0.276
H -6.014 -0.645 0.397 -0.066 -0.168 0.079 0.530
H -5.602 -2.195 -0.319 -0.134 -0.069 -0.120 0.421
H -3.968 0.211 0.164 -0.006 0.205 -0.280 0.505
H -3.774 -0.336 -1.511 -0.039 0.110 -0.016 0.157
H -3.607 -2.495 0.584 -0.152 0.193 0.225 0.541
H -2.368 -1.263 0.682 0.048 -0.009 -0.071 0.259
H -2.400 -1.934 -2.086 0.199 0.135 -0.010 0.279
H -2.939 -3.386 -1.321 0.095 -0.049 -0.300 0.493
H -0.434 -3.415 -1.600 -0.151 0.023 -0.218 0.458
H -1.052 -3.693 0.001 0.086 0.035 0.045 0.418
H -0.021 -2.812 1.513 -0.017 -0.006 -0.052 0.365
H 1.293 -1.391 2.731 -0.219 0.035 -0.388 0.002
H 2.472 1.933 1.322 -0.041 -0.146 -0.108 0.503
H 1.859 1.204 2.777 -0.005 0.139 -0.022 0.536
H 3.873 0.126 3.198 -0.191 -0.160 0.220 0.171
H 5.473 -0.607 1.606 0.022 -0.034 -0.058 0.479
H 4.603 0.029 0.229 -0.333 -0.024 -0.059 0.109
H 3.950 -1.354 1.204 -0.088 -0.005 -0.212 0.291
H 0.278 4.097 -0.576 0.219 0.005 0.123 0.196
H -1.126 -0.367 -2.435 -0.082 -0.102 0.204 -0.337
H 0.372 0.453 -2.732 0.062 -0.026 0.120 0.728
H 1.390 -1.692 -3.649 -0.466 0.157 0.518 -0.017
H -0.121 -2.994 -4.482 -0.069 0.071 -0.098 0.267
C -3.391 4.158 -0.843 -0.050 -0.016 -0.139 -0.069
Br -4.941 4.750 -1.807 0.108 -0.022 0.056 -0.016
Br -2.663 2.532 -1.586 -0.177 0.091 -0.084 0.056
Br -2.064 5.556 -0.716 -0.051 -0.045 -0.014 -0.054
H -3.711 3.932 0.163 0.017 0.000 0.022 0.041
C -6.171 5.919 2.443 -0.124 0.068 -0.099 -0.332
Br -4.451 5.043 2.475 -0.018 0.040 0.136 -0.003
Br -6.066 7.642 1.598 0.021 -0.114 0.013 0.016
Br -7.516 4.804 1.636 0.087 0.035 0.017 0.004
H -6.462 6.081 3.472 0.040 -0.024 0.005 0.345
C 5.218 -0.091 -4.178 0.136 0.040 -0.050 -0.380
Br 6.065 -0.199 -2.451 -0.058 0.016 -0.067 0.012
Br 3.367 -0.636 -4.094 0.617 0.085 -0.227 0.072
Br 5.404 1.655 -4.957 -0.085 -0.043 0.048 0.028
H 5.728 -0.789 -4.827 -0.011 -0.004 0.015 0.379
C 4.120 -3.065 5.448 0.187 -0.118 0.192 -0.269
Br 2.761 -2.162 4.413 0.143 -0.190 0.274 0.184
Br 4.534 -4.796 4.724 -0.044 0.132 -0.013 -0.011
Br 5.678 -1.961 5.641 -0.016 -0.035 -0.131 0.005
H 3.707 -3.219 6.436 -0.072 0.056 -0.031 0.314
C -0.317 -1.213 7.154 0.162 0.012 0.092 -0.369
Br 0.540 -2.906 7.494 -0.070 0.076 -0.041 -0.028
Br 0.818 0.267 7.622 -0.021 -0.099 -0.090 0.018
Br -0.955 -1.074 5.333 0.021 -0.014 0.015 -0.017
H -1.188 -1.167 7.793 -0.022 -0.005 -0.046 0.362
C 9.058 2.857 -5.774 0.011 0.023 -0.015 -0.196
Br 9.409 2.160 -4.013 -0.008 0.002 -0.048 0.006
Br 10.164 4.381 -6.171 -0.036 -0.090 0.018 -0.017
Br 9.211 1.490 -7.121 -0.005 0.044 0.063 0.001
H 8.032 3.197 -5.781 0.006 -0.013 0.007 0.180
C -6.039 -0.563 -6.754 -0.114 -0.016 -0.035 -0.403
Br -4.534 -0.277 -5.578 0.011 0.066 -0.061 0.020
Br -5.709 -2.014 -7.975 0.004 0.047 0.081 -0.013
Br -7.671 -0.812 -5.771 0.104 -0.007 -0.040 -0.004
H -6.152 0.334 -7.346 0.042 -0.002 0.007 0.374
C 6.534 0.603 8.884 0.060 0.014 0.020 -0.296
Br 7.267 0.562 10.662 -0.057 0.015 -0.086 -0.007
Br 4.678 0.083 8.867 -0.030 0.023 0.029 0.043
Br 6.797 2.313 8.039 -0.032 -0.072 0.032 0.002
H 7.074 -0.128 8.299 -0.018 -0.005 0.007 0.262
```
Positions in Å, forces in eV/Å.

The HOMO-LUMO gap is 7.18 eV. Its total energy is -63298.51290 Eh. Its highest occupied orbital energy is -0.4145 hartree. As for the net charge: +1. As for the spin multiplicity: 1.

=====

DFT (wB97M-V/def2-TZVPD) results for a molecular structure, C26H36CrN5OS2Si at a distorted geometry.

Geometry as XYZ:
```
72
Properties=species:S:1:pos:R:3:forces:R:3:mulliken_charge:R:1
Cr 0.350 -0.261 0.167 0.980 2.629 -2.047 0.289
C 2.738 -3.265 1.980 -0.008 0.004 0.061 -1.880
C 1.705 -2.426 1.314 0.519 0.275 -0.108 0.462
N 1.859 -1.206 0.911 0.551 -0.818 0.387 1.600
N 3.050 -0.551 1.059 0.364 0.142 0.180 -0.884
C 3.005 0.784 1.273 -0.182 0.081 -0.004 0.652
N 4.135 1.434 1.475 0.073 -0.073 0.006 -0.393
S 1.498 1.565 1.310 -0.340 -0.259 -0.074 -0.292
C 0.400 -2.979 0.936 -0.612 -0.427 -0.170 0.714
C 0.019 -4.289 1.191 0.360 0.227 0.085 -0.688
C -1.166 -4.768 0.656 -0.265 0.125 -0.194 -0.757
C -1.925 -3.930 -0.151 0.101 -0.261 0.115 -0.981
C -1.505 -2.626 -0.331 0.002 0.287 0.025 -0.443
N -0.393 -2.135 0.227 -0.086 -0.711 -0.013 0.765
H 3.622 -2.706 2.273 -0.033 -0.007 0.040 0.497
H 3.048 -4.075 1.315 -0.008 0.008 -0.019 0.386
H 2.330 -3.725 2.881 -0.022 0.002 -0.007 0.444
H 3.912 -1.073 1.126 -0.020 -0.106 -0.018 0.273
H 5.042 0.990 1.505 -0.019 -0.022 -0.002 0.205
H 4.108 2.431 1.628 -0.011 0.023 -0.017 0.253
H 0.653 -4.935 1.783 -0.008 -0.007 -0.007 0.529
H -1.486 -5.784 0.847 0.033 -0.013 -0.010 0.489
H -2.828 -4.283 -0.628 -0.005 0.028 -0.004 0.533
H -2.068 -1.929 -0.940 -0.037 -0.032 0.029 0.478
C -3.959 0.848 1.782 -0.124 -0.158 -0.149 -1.299
S -2.401 -0.011 1.530 -0.418 0.528 0.875 0.567
O -1.821 0.515 0.154 -0.338 0.210 -0.772 -0.378
C -1.467 0.843 2.776 -0.071 -0.270 -0.134 1.029
C -1.298 2.222 2.732 -0.024 0.140 -0.033 -0.601
C -0.696 2.850 3.807 -0.058 0.020 -0.080 -0.530
C -0.284 2.103 4.908 0.020 -0.102 0.057 -0.608
C -0.448 0.725 4.935 0.033 0.070 0.027 -0.738
C -1.046 0.081 3.861 0.006 -0.153 -0.117 -0.570
H -3.835 1.903 1.541 0.032 0.001 0.033 0.387
H -4.206 0.735 2.838 0.115 -0.050 0.033 0.496
H -4.732 0.384 1.177 0.077 0.012 0.155 0.480
H -1.616 2.795 1.868 -0.027 0.018 0.033 0.193
H -0.563 3.923 3.799 0.008 -0.005 -0.007 0.483
H 0.161 2.603 5.759 0.011 0.012 -0.020 0.475
H -0.128 0.154 5.796 -0.009 0.003 0.001 0.484
H -1.208 -0.991 3.879 -0.004 0.012 0.014 0.520
C -1.930 0.568 -2.802 -0.370 0.226 0.046 -0.630
Si -2.931 1.302 -1.420 0.559 -0.422 0.709 0.915
C -4.613 0.512 -1.231 0.111 0.353 -0.161 -1.372
C -2.774 3.107 -0.999 -0.146 -0.224 -0.196 -1.165
H -1.690 1.317 -3.559 0.010 0.023 0.043 0.547
H -2.487 -0.226 -3.305 -0.051 0.006 0.061 0.449
H -1.001 0.154 -2.431 0.193 -0.035 0.015 -0.341
H -5.058 0.445 -2.229 0.094 -0.020 -0.042 0.502
H -5.299 1.115 -0.635 0.032 -0.007 -0.064 0.389
H -4.593 -0.503 -0.830 0.073 -0.030 -0.075 0.421
H -2.953 3.700 -1.902 0.000 -0.031 -0.019 0.508
H -1.786 3.384 -0.629 0.058 -0.118 -0.054 0.299
H -3.524 3.425 -0.273 -0.002 -0.048 0.013 0.419
C 1.075 2.856 -2.296 0.024 -0.019 -0.033 -0.855
C 1.902 1.739 -2.859 -0.258 -0.258 0.347 1.102
C 2.768 1.959 -3.907 0.060 0.025 -0.122 -1.033
C 3.480 0.911 -4.485 -0.064 -0.025 0.082 -0.743
C 3.313 -0.391 -4.033 0.017 0.016 -0.108 -0.880
C 2.451 -0.677 -2.992 -0.271 0.173 0.440 1.123
C 2.247 -2.097 -2.553 0.096 0.008 -0.045 -1.337
C 1.764 0.407 -2.356 0.935 0.178 -1.120 -0.192
N 1.014 0.167 -1.270 -1.616 -1.158 1.991 -0.595
H 1.406 3.811 -2.698 -0.028 0.018 0.040 0.534
H 1.125 2.890 -1.210 0.028 0.035 0.073 0.064
H 0.026 2.721 -2.574 0.019 0.029 -0.002 0.032
H 2.889 2.963 -4.293 -0.013 -0.006 0.002 0.485
H 4.151 1.112 -5.309 0.017 -0.008 0.016 0.447
H 3.853 -1.201 -4.506 -0.019 0.014 -0.030 0.521
H 2.030 -2.721 -3.420 -0.013 -0.019 0.029 0.539
H 1.428 -2.185 -1.843 -0.025 -0.067 -0.004 -0.115
H 3.157 -2.500 -2.100 -0.007 0.008 0.021 0.321
```
Positions in Å, forces in eV/Å.

The HOMO-LUMO gap (alpha / beta) is 6.47 / 6.68 eV. Its total energy is -3490.80859 Eh. Its highest occupied orbital energy (alpha / beta) is -0.5897 / -0.5906 hartree. As for the net charge: +3. As for the spin multiplicity: 1.